Formula: C45H56BN7O6S4V
Source: OMol25
Level of theory: ωB97M-V with the def2-TZVPD basis set

Calculated values
**Multiplicity**: 4
**HOMO (alpha / beta)**: -1.554 / -1.963 eV
**Orbital gap (alpha / beta)**: 0.1974 / 0.2124 Eh
**Total charge**: -2
**<S²>**: 3.764
**Largest force on an atom**: 0.01899 Eh/bohr

Each line ends with the Mulliken spin population.
Cartesian coordinates (Å):
V (1.1319, -0.3055, 1.2194)  2.83
C (0.6999, 3.2851, 1.1956)  0.02
C (0.9193, 2.2705, 2.1593)  0.08
C (2.3143, 2.0860, 2.2698)  -0.03
C (2.9452, 2.9529, 1.3597)  0.03
C (1.9481, 3.6968, 0.7077)  -0.02
H (-0.2544, 3.7068, 0.9144)  0.00
H (0.1763, 1.8154, 2.8045)  0.00
H (2.8189, 1.4199, 2.9517)  -0.01
H (4.0105, 3.0083, 1.1773)  0.00
H (2.1131, 4.4407, -0.0640)  0.00
C (-5.4727, 4.4779, 3.5851)  0.00
C (-4.7462, 3.4383, 2.7738)  0.00
C (-3.3555, 3.4102, 2.7281)  0.00
C (-2.6858, 2.4426, 1.9956)  0.01
C (-3.4063, 1.4867, 1.2964)  0.01
C (-4.7912, 1.4909, 1.3381)  0.00
C (-5.4526, 2.4659, 2.0710)  0.00
S (-2.5352, 0.2958, 0.2787)  0.04
O (-2.1184, 1.0276, -0.8940)  0.01
O (-3.4892, -0.7787, 0.0735)  0.00
N (-1.2521, -0.1193, 1.0924)  -0.10
C (-1.3482, -0.7916, 2.2794)  0.06
C (-2.4969, -1.1881, 2.9852)  -0.02
C (-2.3282, -1.8113, 4.2048)  0.03
C (-1.0536, -2.0546, 4.7077)  -0.01
C (0.0298, -1.6666, 3.9412)  0.06
N (-0.1174, -1.0547, 2.7654)  -0.02
H (-4.8343, 5.3400, 3.7797)  0.00
H (-5.7903, 4.0782, 4.5515)  0.00
H (-6.3665, 4.8282, 3.0655)  0.00
H (-2.7802, 4.1540, 3.2680)  0.00
H (-1.6044, 2.4247, 1.9652)  -0.01
H (-5.3375, 0.7272, 0.8003)  0.00
H (-6.5375, 2.4694, 2.0995)  0.00
H (-3.4775, -1.0234, 2.5657)  0.00
H (-3.2031, -2.1223, 4.7655)  0.00
H (-0.8897, -2.5519, 5.6528)  0.00
H (1.0511, -1.8719, 4.2352)  0.00
C (-3.0061, 4.0912, -0.5657)  0.00
C (-2.5618, 4.9231, -1.7585)  0.00
C (-1.9178, 4.0908, -2.8684)  0.00
C (-0.4223, 3.7687, -2.6967)  0.00
N (-0.0597, 2.5713, -1.9583)  0.01
C (0.5961, 1.5246, -2.4762)  0.00
S (1.6207, 0.5536, -1.5710)  0.00
N (0.4902, 1.2678, -3.8173)  0.00
C (-0.7373, 1.3499, -4.5999)  0.00
C (-1.1949, -0.0357, -5.0495)  0.00
C (-1.8741, -0.8315, -3.9366)  0.00
C (-3.2866, -0.3427, -3.6479)  0.00
H (-3.4765, 4.7052, 0.2054)  0.00
H (-2.1731, 3.5640, -0.1100)  0.00
H (-3.7171, 3.3221, -0.8711)  0.00
H (-1.8599, 5.7036, -1.4424)  0.00
H (-3.4294, 5.4504, -2.1695)  0.00
H (-2.0138, 4.6308, -3.8171)  0.00
H (-2.4853, 3.1643, -2.9777)  0.00
H (0.0685, 4.6152, -2.2026)  0.00
H (0.0415, 3.6872, -3.6809)  0.00
H (0.0440, 2.6397, -0.9458)  0.02
H (1.0796, 0.4831, -4.0568)  0.00
H (-0.5868, 2.0064, -5.4646)  0.00
H (-1.5131, 1.7967, -3.9852)  0.00
H (-0.3267, -0.5811, -5.4376)  0.00
H (-1.8853, 0.0770, -5.8941)  0.00
H (-1.2683, -0.7946, -3.0252)  0.00
H (-1.9072, -1.8834, -4.2287)  0.00
H (-3.2961, 0.7011, -3.3309)  0.00
H (-3.7354, -0.9065, -2.8315)  0.00
H (-3.9177, -0.4397, -4.5389)  0.00
C (-1.8700, -5.4081, -4.8757)  0.00
C (-0.3514, -5.5890, -4.9193)  0.00
C (0.1338, -5.0976, -6.2906)  0.00
C (-0.0457, -7.0872, -4.7897)  0.00
C (0.3619, -4.8157, -3.8060)  0.00
C (1.7566, -4.8304, -3.7532)  0.00
C (2.4746, -4.1470, -2.7701)  0.00
C (1.7565, -3.4332, -1.8356)  -0.01
O (2.1899, -2.6778, -0.8058)  -0.04
B (1.0400, -2.0650, -0.1847)  -0.10
O (-0.0976, -2.6195, -0.8828)  0.05
C (0.3665, -3.4053, -1.8760)  0.00
C (-0.3460, -4.0948, -2.8360)  0.00
H (-2.3286, -5.9437, -5.7110)  0.00
H (-2.1477, -4.3561, -4.9573)  0.00
H (-2.2977, -5.7986, -3.9509)  0.00
H (-0.3585, -5.6581, -7.0914)  0.00
H (1.2111, -5.2217, -6.4025)  0.00
H (-0.0952, -4.0383, -6.4211)  0.00
H (-0.5732, -7.6547, -5.5625)  0.00
H (-0.3552, -7.4598, -3.8119)  0.00
H (1.0230, -7.2795, -4.8949)  0.00
H (2.3117, -5.3900, -4.4976)  0.00
H (3.5564, -4.1625, -2.7378)  0.00
H (-1.4247, -4.0538, -2.8221)  0.00
N (5.2882, 3.2164, 6.5980)  0.00
C (4.9679, 1.8957, 6.2189)  0.00
C (5.9139, 0.8788, 6.3118)  0.00
C (5.5960, -0.4137, 5.9179)  0.00
C (4.3278, -0.7071, 5.4457)  0.00
C (3.3751, 0.3005, 5.3806)  0.01
C (3.6877, 1.5910, 5.7621)  0.00
S (3.9249, -2.3322, 4.8220)  0.00
O (2.9702, -2.9198, 5.7356)  0.00
O (5.2035, -3.0143, 4.6915)  0.00
N (3.1909, -2.0479, 3.4602)  0.02
C (3.8726, -1.4730, 2.4463)  0.03
S (5.5853, -1.6465, 2.1340)  0.00
C (5.4302, -0.6308, 0.7446)  0.00
C (4.1495, -0.2346, 0.6049)  0.07
N (3.2712, -0.7173, 1.5457)  0.00
H (6.2646, 3.4281, 6.4477)  0.00
H (4.7213, 3.8941, 6.1063)  0.00
H (6.9156, 1.1075, 6.6605)  0.00
H (6.3410, -1.1978, 5.9374)  0.00
H (2.3913, 0.0841, 4.9827)  0.00
H (2.9503, 2.3765, 5.6457)  0.00
H (6.2677, -0.3603, 0.1247)  0.00
H (3.7813, 0.4379, -0.1537)  -0.02